# 1
# C54H67GeO2PPdSe

C54H67GeO2PPdSe as an isolated structure (ωB97M-V with the def2-TZVPD basis set, the Open Molecules 2025 dataset).

## Properties
Frontier orbital gap (alpha / beta)   4.80 / 4.80 eV
E_LUMO (alpha / beta)   -1.87 / -1.86 eV
E   -7195.88157 Ha
ΔE to the lowest compared entry with this formula, charge and spin   2.769 eV
Largest force on an atom   2.602 eV/A

Geometry as XYZ:
```
127
Properties=species:S:1:pos:R:3:forces:R:3
Pd 0.594 -0.108 0.103 -0.774 0.443 -1.876
Se 0.537 1.472 -2.157 -0.073 0.182 1.677
Ge 3.515 0.949 1.264 0.345 0.338 1.149
P 0.884 -2.326 -0.770 -1.501 0.799 0.329
O 0.029 1.822 0.980 0.277 -2.508 0.637
O -1.655 0.021 -0.661 0.686 -1.081 1.220
C -1.554 -1.778 -4.003 -0.122 -0.047 -0.132
C 1.855 6.669 -2.684 -0.127 0.015 0.221
C -3.619 2.309 -5.434 0.065 0.176 -0.173
C 2.847 0.381 -0.478 -0.626 -0.552 0.574
C 0.446 3.043 -1.008 -0.146 -0.734 0.434
C -3.567 0.690 -1.933 0.450 0.066 0.284
C 4.177 -5.495 -0.732 -0.060 0.085 -0.056
C 2.633 -0.087 2.724 0.041 0.255 -0.478
C 1.090 6.784 -1.362 -0.053 0.161 -0.083
C -1.783 1.844 -3.768 -0.071 0.017 -0.178
C -1.099 -2.178 -2.760 0.191 -0.181 0.212
C 2.546 -4.281 -2.021 -0.369 0.230 0.033
C -0.577 -1.233 1.601 0.513 0.982 -0.526
C -1.063 4.051 2.331 -0.044 -0.039 0.225
C 2.180 -3.579 -0.878 0.695 0.601 0.315
C -2.161 0.639 -1.640 -0.022 1.030 -1.254
C 2.022 7.436 -0.331 -0.107 -0.018 -0.189
C -2.077 -3.145 1.917 0.272 0.297 -0.159
C 0.047 5.342 0.431 0.028 -0.114 -0.263
C -5.126 2.126 -5.623 0.269 0.033 0.046
C -1.795 -5.131 0.559 -0.337 -0.085 0.152
C -0.173 3.410 3.407 -0.050 0.010 -0.112
C 0.667 -1.115 -4.625 0.069 0.020 -0.116
C -2.305 -1.167 3.282 -0.019 -0.340 0.030
C -0.774 -4.511 -0.169 0.214 0.490 -0.008
C 5.482 0.551 1.301 -0.637 0.114 -0.206
C -1.008 -2.521 1.214 0.134 -0.211 -0.231
C 0.252 -2.055 -2.443 0.137 0.163 -0.198
C -2.890 1.553 -6.556 -0.173 0.156 0.076
C -0.399 -3.223 0.144 -0.029 -0.174 -0.032
C -5.683 1.275 -0.743 0.120 -0.172 -0.004
C -3.981 1.230 -3.137 0.355 0.036 -0.127
C -5.350 -1.023 -1.683 0.048 0.171 0.138
C -1.525 5.414 2.855 0.115 -0.259 -0.150
C 0.755 4.262 -1.573 0.193 0.609 0.073
C 2.848 -3.813 0.327 -0.162 0.144 -0.127
C -1.328 1.333 -2.577 -0.367 -0.698 0.578
C 3.285 2.904 1.563 0.041 -0.608 -0.255
C -0.676 -1.258 -4.938 0.037 -0.030 0.007
C 0.049 2.922 0.352 0.306 1.358 -1.283
C -2.311 3.181 2.102 0.127 -0.003 0.039
C 0.645 5.433 -0.833 0.051 -0.330 -0.417
C -0.142 7.670 -1.593 0.231 -0.038 -0.007
C -1.210 -0.577 2.625 0.758 0.223 -0.328
C 3.538 -5.241 -1.937 0.173 -0.266 0.032
C -4.128 -0.311 0.358 -0.054 -0.034 -0.064
C 3.839 -4.767 0.402 0.124 -0.170 0.023
C -0.307 4.151 1.016 0.062 -0.543 -0.115
C -3.295 3.806 -5.546 -0.096 -0.171 -0.056
C -3.134 1.778 -4.097 0.168 0.054 0.125
C -2.725 -2.420 2.938 -0.113 0.122 0.208
C -4.650 0.162 -0.998 -0.189 -0.105 0.014
C 1.128 -1.493 -3.378 -0.027 -0.311 0.138
C -2.446 -4.457 1.559 0.116 -0.132 -0.135
H 2.728 6.029 -2.570 0.110 -0.091 -0.045
H -4.963 -0.656 0.966 -0.209 -0.013 0.054
H -3.423 -1.129 0.245 0.042 -0.033 0.074
H -2.084 -6.142 0.313 -0.039 -0.078 -0.021
H -0.663 7.868 -0.661 -0.116 0.027 0.137
H -5.395 1.076 -5.558 -0.134 -0.196 0.029
H 3.035 -1.099 2.777 0.048 -0.081 -0.045
H -0.677 6.056 3.087 0.058 0.126 0.025
H 2.776 0.383 3.696 0.067 0.109 -0.022
H -2.604 -1.861 -4.241 -0.091 0.005 0.020
H -3.619 4.187 -6.514 -0.026 0.089 -0.105
H -3.804 4.369 -4.764 -0.011 0.036 0.059
H -1.789 -2.572 -2.025 -0.042 0.043 0.012
H -2.037 2.199 1.727 -0.040 -0.043 -0.034
H 5.918 0.878 2.240 -0.030 0.070 0.167
H -3.565 -2.873 3.443 -0.111 -0.073 0.077
H -6.427 0.924 -0.031 -0.146 -0.042 0.096
H -6.199 1.568 -1.653 -0.069 0.045 -0.070
H 2.266 3.145 1.840 -0.207 -0.046 0.036
H 1.513 7.608 0.612 -0.046 0.027 0.151
H 3.815 -5.803 -2.818 -0.005 -0.022 -0.048
H 3.524 3.470 0.665 0.057 0.027 -0.122
H -2.169 5.915 2.135 -0.060 0.112 -0.070
H 4.940 -6.258 -0.673 0.071 -0.016 -0.028
H 1.224 6.269 -3.474 -0.045 -0.058 -0.125
H 4.351 -4.944 1.336 0.008 -0.030 0.052
H 2.995 1.132 -1.258 -0.461 -0.113 0.103
H -2.093 5.266 3.772 -0.050 0.006 0.079
H 2.878 6.792 -0.142 0.123 -0.059 0.045
H 1.088 4.266 -2.601 0.107 0.159 -0.074
H -0.157 6.259 0.959 -0.051 0.125 0.125
H 2.175 -1.363 -3.119 0.006 0.049 -0.052
H -0.296 -5.040 -0.983 0.083 -0.034 -0.031
H -2.227 3.982 -5.453 0.119 0.066 0.026
H -0.754 3.234 4.311 -0.062 0.019 0.194
H -2.850 3.053 3.039 -0.123 0.017 0.149
H -3.629 0.494 0.889 0.116 0.048 0.075
H 3.250 -0.577 -0.819 -0.152 0.099 0.089
H -6.119 -1.431 -1.030 -0.130 -0.097 0.067
H 0.224 2.462 3.056 0.052 -0.024 0.069
H -1.039 -0.952 -5.908 -0.041 0.051 -0.074
H 2.035 -4.093 -2.956 0.038 0.015 -0.053
H 1.354 -0.699 -5.348 0.034 0.037 -0.031
H 5.999 1.062 0.492 0.013 0.071 -0.084
H -5.429 2.489 -6.602 0.007 0.067 -0.141
H 1.560 -0.160 2.517 0.295 0.070 0.184
H 5.659 -0.515 1.194 0.002 -0.193 -0.013
H -5.037 1.222 -3.340 -0.212 -0.041 -0.071
H -3.249 -4.934 2.100 -0.088 -0.062 0.071
H -0.881 0.404 2.951 -0.030 0.040 -0.238
H 2.562 -3.234 1.196 0.053 0.000 0.148
H -5.202 2.158 -0.327 0.082 0.090 0.060
H -2.803 -0.611 4.066 -0.027 -0.022 0.005
H 0.659 4.070 3.649 0.087 0.063 0.070
H -5.816 -0.720 -2.617 -0.075 0.004 -0.117
H -4.629 -1.806 -1.904 0.101 -0.169 -0.012
H -2.977 3.653 1.381 -0.088 0.064 -0.077
H -1.066 2.306 -4.429 0.083 0.100 -0.227
H -1.816 1.704 -6.490 0.147 -0.032 -0.007
H -5.683 2.683 -4.875 -0.123 0.039 0.107
H 3.945 3.232 2.362 0.125 -0.049 0.092
H 0.158 8.622 -2.026 0.002 0.195 -0.046
H -0.834 7.182 -2.274 -0.094 -0.037 -0.079
H 2.384 8.394 -0.697 0.055 0.156 -0.050
H 2.195 7.655 -2.996 0.025 0.073 -0.025
H -3.221 1.905 -7.532 -0.039 0.041 -0.147
H -3.098 0.488 -6.485 -0.001 -0.151 -0.015
```
Forces are in eV/Å.

Results of the Löwdin charge analysis, in e, for atoms 1 through 99:
1. Pd 0.749
2. Se 1.245
3. Ge 0.784
4. P 1.085
5. O -0.188
6. O -0.141
7. C -0.059
8. C -0.067
9. C -0.558
10. C -0.255
11. C -0.359
12. C -0.085
13. C -0.071
14. C -0.211
15. C -0.563
16. C -0.088
17. C -0.069
18. C -0.074
19. C -0.104
20. C -0.526
21. C -0.344
22. C -0.397
23. C -0.046
24. C -0.168
25. C 0.021
26. C -0.062
27. C -0.067
28. C -0.043
29. C -0.087
30. C -0.063
31. C -0.070
32. C -0.217
33. C -0.201
34. C -0.362
35. C -0.051
36. C -0.302
37. C -0.041
38. C 0.010
39. C -0.039
40. C -0.062
41. C -0.080
42. C -0.089
43. C -0.374
44. C -0.185
45. C -0.071
46. C -0.413
47. C -0.035
48. C -0.185
49. C -0.043
50. C -0.086
51. C -0.073
52. C -0.054
53. C -0.070
54. C -0.093
55. C -0.045
56. C -0.182
57. C -0.038
58. C -0.528
59. C -0.161
60. C -0.015
61. H 0.086
62. H 0.086
63. H 0.071
64. H 0.104
65. H 0.077
66. H 0.084
67. H 0.006
68. H 0.080
69. H 0.021
70. H 0.113
71. H 0.081
72. H 0.090
73. H 0.110
74. H 0.057
75. H 0.012
76. H 0.113
77. H 0.081
78. H 0.072
79. H -0.010
80. H 0.073
81. H 0.107
82. H 0.020
83. H 0.087
84. H 0.106
85. H 0.079
86. H 0.108
87. H -0.032
88. H 0.083
89. H 0.086
90. H 0.090
91. H 0.099
92. H 0.105
93. H 0.113
94. H 0.074
95. H 0.083
96. H 0.084
97. H 0.079
98. H -0.022
99. H 0.082

***

# 2
# C3H8O3

A 2-piece molecular cluster, C3H8O3 overall (ωB97M-V with the def2-TZVPD basis set, the Open Molecules 2025 dataset).

## Properties
SMILES   O=CO.CCO
Frontier orbital gap   11.13 eV
E_LUMO   0.65 eV
E   -344.80435 Ha
ΔE to the lowest compared entry with this formula, charge and spin   1.198 eV
Largest force on an atom   1.717 eV/A

Geometry as XYZ:
```
14
Properties=species:S:1:pos:R:3:forces:R:3
O 0.888 1.403 -1.366 0.171 0.515 -0.041
O -2.410 -0.850 1.507 0.150 0.343 0.232
O -2.953 0.304 -0.387 -0.408 0.123 0.332
C -2.221 -0.377 0.260 0.492 0.126 -0.119
C 1.191 0.062 -1.081 -0.255 -0.642 1.572
C 1.539 -0.136 0.418 0.182 0.413 -1.300
H 2.088 -0.272 -1.589 -0.078 0.050 -0.726
H 0.816 1.891 -0.536 0.018 -0.073 -0.212
H 1.754 -1.165 0.655 -0.222 -0.447 0.055
H 2.494 0.379 0.502 -0.086 0.350 0.683
H -3.039 -0.293 1.989 -0.366 -0.194 -0.261
H 0.756 0.258 1.064 0.148 0.060 0.193
H -1.225 -0.665 -0.081 0.030 -0.404 -0.131
H 0.321 -0.539 -1.355 0.223 -0.220 -0.277
```
Forces are in eV/Å.

The molecule's natural (NBO) atomic charges, reported in e, are given here:
1. O -0.714
2. O -0.694
3. O -0.555
4. C 0.647
5. C -0.050
6. C -0.649
7. H 0.167
8. H 0.466
9. H 0.221
10. H 0.212
11. H 0.495
12. H 0.198
13. H 0.104
14. H 0.151

***

# 3
# C2H5N3O3

The molecule C2H5N3O3 (ωB97M-V with the def2-TZVPD basis set, the Open Molecules 2025 dataset).

## Properties
SMILES   [H]/N=C(\NO)ONC=O
Frontier orbital gap   10.46 eV
E_LUMO   0.76 eV
E   -469.06320 Ha
ΔE to the lowest compared entry with this formula, charge and spin   3.741 eV
Largest force on an atom   2.748 eV/A

Geometry as XYZ:
```
13
Properties=species:S:1:pos:R:3:forces:R:3
O 0.515 -0.528 -0.429 -0.512 -1.005 0.931
O 0.182 1.253 -2.057 0.521 1.061 -0.709
O 1.996 -0.484 1.565 1.858 -0.503 0.397
N 0.953 0.441 1.608 -0.277 -0.458 -0.419
N -1.234 0.089 0.883 -0.493 -0.830 -0.623
N -0.544 -0.749 -1.353 2.148 -0.349 0.190
C -0.583 0.354 -2.177 -1.633 -0.550 -0.096
C 0.004 -0.097 0.761 -1.387 2.250 -0.751
H 0.602 0.520 2.567 0.411 -0.287 -0.410
H -1.420 0.508 1.760 -0.521 0.344 1.042
H -1.396 0.248 -2.937 0.406 0.220 0.237
H 2.240 -0.461 0.624 0.370 -0.002 0.433
H -1.316 -1.095 -0.814 -0.891 0.111 -0.223
```
Forces are in eV/Å.

The molecule's natural (NBO) atomic charges, reported in e, are given here:
1. O -0.368
2. O -0.542
3. O -0.561
4. N -0.336
5. N -0.766
6. N -0.341
7. C 0.514
8. C 0.660
9. H 0.369
10. H 0.350
11. H 0.123
12. H 0.483
13. H 0.417

***

# 4
# C31H53FI2N12NbO4S

C31H53FI2N12NbO4S as an isolated structure (ωB97M-V with the def2-TZVPD basis set, the Open Molecules 2025 dataset).

## Properties
Frontier orbital gap   6.41 eV
Charge   -1
E_LUMO   1.43 eV
E   -3321.18255 Ha
Largest force on an atom   4.570 eV/A

Geometry as XYZ:
```
105
Properties=species:S:1:pos:R:3:forces:R:3
I 0.782 -2.360 -2.433 0.250 0.636 0.429
I -2.356 -0.780 -2.302 0.298 0.343 0.667
Nb 2.359 -0.101 0.128 -1.748 3.706 -0.745
S 3.124 -2.556 0.310 0.100 -1.276 0.259
F 5.754 1.177 -2.093 -0.632 0.205 -0.049
O 2.011 1.911 0.064 0.327 -2.155 -0.115
O 3.905 -3.008 -0.858 0.059 0.293 0.636
O 1.625 0.001 4.551 0.078 0.743 0.171
O 1.983 -3.446 0.662 0.638 4.021 -2.075
N 3.866 -10.449 0.636 -0.356 -0.002 -0.325
N 2.465 3.004 3.074 -0.258 0.300 -0.352
N 7.276 -8.437 2.960 -0.060 -0.143 0.024
N 0.542 -9.491 3.365 -0.126 0.129 -0.029
N -7.207 3.772 -3.259 -0.159 0.220 0.201
N 0.111 9.134 4.514 -0.157 -0.012 -0.039
N 2.737 3.257 -5.915 -0.142 -0.085 -0.027
N 2.235 -5.167 1.755 -0.039 -3.562 2.267
N -9.277 7.177 -3.192 -0.069 -0.104 0.055
N -2.331 2.350 -3.738 -0.006 0.265 -0.118
N -2.794 4.346 -7.456 0.055 0.069 0.128
N -1.954 4.072 2.535 0.018 0.133 0.119
C -0.979 1.141 -0.194 -1.540 0.081 -1.110
C -3.379 2.429 -4.201 -0.302 0.088 -0.244
C -9.945 6.243 -3.193 -0.200 -0.282 -0.039
C -1.214 -7.561 3.618 0.292 -0.201 -0.056
C -2.092 4.790 -6.661 0.194 0.072 0.267
C -2.292 9.121 3.463 0.360 0.003 0.151
C 1.883 0.606 3.256 -1.257 -1.473 -1.085
C -1.195 5.349 -5.635 -0.202 -0.131 -0.239
C 4.416 1.432 -1.663 -0.054 -0.787 0.393
C -1.289 4.585 3.319 0.227 0.082 0.189
C 4.239 -2.633 1.793 -0.341 -0.147 0.566
C 6.643 -9.396 2.973 -0.225 -0.211 0.029
C 5.811 -10.609 2.989 0.405 0.132 0.003
C -0.227 -8.644 3.476 -0.181 0.206 0.017
C 3.520 0.141 -1.843 1.037 1.003 0.500
C 2.726 -6.040 2.333 0.227 -0.151 0.075
C 1.311 2.061 3.134 1.896 -0.252 1.045
C -6.908 4.646 -2.574 -0.018 0.247 0.216
C 2.144 2.273 -5.917 -0.168 -0.283 0.024
C -4.721 2.539 -4.795 0.431 -0.072 0.050
C 3.354 -7.157 3.066 -0.008 0.350 -0.233
C -0.942 9.130 4.053 -0.303 0.012 -0.142
C -0.431 5.238 4.322 -0.137 -0.159 -0.271
C 0.524 -0.666 -1.078 -1.253 -0.799 -0.769
C 1.379 1.013 -5.917 0.186 0.295 0.038
C -0.701 -0.094 -1.074 1.086 0.012 0.559
C 2.818 -10.394 0.169 -0.310 0.039 -0.093
C -6.535 5.765 -1.696 -0.024 -0.172 -0.181
C -10.803 5.047 -3.199 0.212 0.265 0.030
C 1.336 -0.378 2.150 1.098 -0.498 0.505
C 1.475 -10.323 -0.427 0.309 0.014 0.133
H -2.058 1.392 -0.310 0.669 -0.083 0.199
H -2.885 9.931 3.885 0.031 -0.018 0.003
H 0.929 -9.481 -0.004 0.052 -0.013 0.022
H 4.573 -1.611 2.063 -0.002 -0.659 -0.412
H -0.807 1.005 0.885 0.334 -0.033 -0.595
H -4.637 2.688 -5.871 0.093 0.011 0.030
H 1.658 -1.392 2.499 -0.348 0.580 -0.212
H 4.519 1.720 -0.598 0.011 0.045 -0.694
H -2.111 -7.802 3.050 0.039 -0.009 0.003
H 1.556 -10.191 -1.505 0.035 0.017 0.034
H 0.930 -11.242 -0.219 0.039 0.021 0.035
H -6.740 5.508 -0.658 0.028 -0.061 -0.039
H -2.781 8.172 3.674 0.026 0.013 -0.014
H 1.020 0.801 -6.923 0.014 0.036 0.017
H 2.987 0.575 3.149 -0.676 0.392 0.316
H 3.880 0.285 1.075 0.047 -0.438 -0.007
H -10.229 4.181 -2.872 0.043 0.043 -0.045
H -11.178 4.867 -4.205 0.038 0.017 0.016
H 4.029 2.282 -2.260 0.254 -0.351 0.311
H 2.013 0.192 -5.584 -0.009 0.044 0.046
H -1.479 -7.438 4.667 0.028 -0.023 -0.022
H 3.629 -3.026 2.636 0.287 0.248 -0.607
H -0.443 2.011 -0.623 -0.161 -0.475 0.586
H -0.667 6.299 4.379 0.038 -0.020 0.004
H 2.934 2.892 2.174 -0.291 0.049 0.057
H -1.349 6.425 -5.558 -0.009 -0.026 -0.042
H 3.166 2.712 3.755 -0.322 0.051 -0.024
H 0.661 2.225 2.260 0.241 -0.154 0.503
H -5.250 3.383 -4.358 0.056 -0.141 -0.063
H -0.158 5.155 -5.905 -0.020 -0.029 0.009
H 3.007 -7.160 4.099 -0.011 -0.012 -0.028
H 0.819 2.290 4.108 -0.205 -0.169 -0.772
H -5.473 5.982 -1.805 -0.014 -0.062 0.006
H 5.445 -10.819 1.985 0.050 0.105 0.205
H 5.075 -3.333 1.615 -0.367 0.458 -0.159
H 0.227 -0.418 2.103 0.476 0.182 -0.004
H -11.646 5.194 -2.525 0.028 0.030 -0.018
H -2.223 9.254 2.384 0.019 -0.018 0.029
H 4.960 -10.464 3.654 -0.001 0.022 -0.046
H 6.397 -11.458 3.342 0.035 0.079 0.065
H -0.592 4.784 5.299 -0.014 -0.015 -0.039
H 1.686 2.101 -0.832 0.140 0.194 0.189
H -0.794 -6.627 3.243 0.027 -0.040 -0.013
H 0.526 1.099 -5.245 0.029 -0.006 0.015
H 3.083 -8.103 2.599 0.010 0.012 0.024
H 4.228 -0.685 -2.039 -0.657 0.211 -0.210
H -1.405 4.886 -4.672 0.003 -0.071 -0.058
H 0.702 0.173 4.781 0.133 -0.121 -0.172
H 2.831 0.376 -2.680 0.313 -0.706 0.238
H 0.618 5.121 4.045 -0.028 -0.077 -0.054
H -5.288 1.629 -4.604 0.010 0.042 0.073
H 4.439 -7.051 3.058 -0.027 -0.010 -0.026
H -7.111 6.649 -1.964 -0.022 -0.065 -0.068
```
Forces are in eV/Å.

Results of the Löwdin charge analysis, in e, for atoms 1 through 99:
1. I 0.709
2. I 0.677
3. Nb 1.661
4. S 0.397
5. F -0.125
6. O -0.406
7. O -0.507
8. O -0.086
9. O -0.579
10. N 0.153
11. N -0.016
12. N 0.117
13. N 0.125
14. N 0.139
15. N 0.130
16. N 0.110
17. N 0.140
18. N 0.131
19. N 0.111
20. N 0.119
21. N 0.123
22. C -0.190
23. C -0.296
24. C -0.271
25. C -0.059
26. C -0.280
27. C -0.067
28. C -0.451
29. C -0.064
30. C -0.304
31. C -0.286
32. C -0.223
33. C -0.285
34. C -0.095
35. C -0.273
36. C -0.331
37. C -0.198
38. C -0.229
39. C -0.259
40. C -0.282
41. C -0.071
42. C -0.073
43. C -0.287
44. C -0.064
45. C -0.824
46. C -0.062
47. C -0.873
48. C -0.234
49. C -0.060
50. C -0.064
51. C -0.287
52. C -0.058
53. H 0.044
54. H 0.078
55. H 0.078
56. H 0.010
57. H 0.047
58. H 0.068
59. H 0.036
60. H 0.048
61. H 0.080
62. H 0.082
63. H 0.080
64. H 0.084
65. H 0.077
66. H 0.077
67. H 0.092
68. H -0.050
69. H 0.071
70. H 0.082
71. H 0.098
72. H 0.079
73. H 0.080
74. H 0.037
75. H 0.066
76. H 0.043
77. H 0.040
78. H 0.077
79. H 0.063
80. H 0.083
81. H 0.026
82. H 0.076
83. H 0.073
84. H 0.102
85. H 0.084
86. H 0.011
87. H 0.051
88. H 0.046
89. H 0.079
90. H 0.082
91. H 0.077
92. H 0.074
93. H 0.082
94. H 0.008
95. H 0.084
96. H 0.075
97. H 0.046
98. H 0.035
99. H 0.061